No. 1
41
Properties=species:S:1:pos:R:3:forces:R:3 method="wB97M-V/def2-TZVPD" orbital_gap_ev=8.84 charge=+2 e_above_lowest_kcal_mol=27.0 lumo_energy_ev=-8.15
C -4.867 -0.013 0.458 -0.95 -0.27 1.86
C -3.499 0.034 0.852 7.28 1.41 4.90
H -5.436 0.301 1.446 0.74 -0.26 -2.31
H -5.104 -1.049 0.231 -0.12 -0.34 0.07
H -4.978 0.506 -0.479 -0.46 0.71 -0.06
O -2.685 0.225 1.747 -5.63 -1.10 -4.07
Cl -1.945 -0.157 -0.755 -1.00 -0.16 -0.37
Al 1.223 -0.161 -0.792 -0.73 0.12 0.90
P 0.330 -2.328 0.103 0.43 -2.18 0.15
C 0.620 -2.771 1.867 0.31 1.05 0.35
C -1.342 -3.047 -0.031 -0.34 0.66 -0.49
H -1.313 -4.135 0.080 0.31 0.18 -0.02
H 1.026 -4.567 -0.555 0.07 0.34 0.01
H -1.779 -2.756 -0.982 -0.09 -0.31 -0.04
H 1.266 -3.362 -1.848 0.12 -0.21 0.17
H -0.100 -2.172 2.456 0.42 -0.36 -0.01
H -1.969 -2.620 0.753 0.11 -0.06 -0.02
C 1.369 -3.545 -0.769 0.20 0.01 -0.49
H 0.413 -3.845 2.028 0.07 0.52 -0.36
H 2.434 -3.464 -0.503 -0.35 0.10 -0.04
H 1.652 -2.541 2.195 -0.53 -0.14 -0.11
P 0.342 2.194 -0.723 0.44 2.49 -0.79
C 0.740 3.202 0.766 0.13 -1.05 0.62
C 1.319 3.073 -2.003 -0.28 -0.45 -0.30
H -1.815 2.238 -1.776 -0.15 0.34 -0.09
H -1.406 3.891 -1.177 0.40 -0.17 0.04
H -1.948 2.591 -0.064 0.16 0.13 -0.16
C -1.373 2.818 -0.968 -0.11 -1.04 -0.18
H 1.093 2.558 -2.939 0.21 0.23 -0.20
H 0.997 4.117 -2.090 0.03 -0.24 0.14
H 0.636 4.272 0.546 -0.07 -0.38 -0.23
H 1.751 3.013 1.149 -0.22 0.10 -0.09
H 2.395 3.028 -1.813 -0.22 -0.06 0.03
H -0.002 2.907 1.521 0.32 0.30 0.04
C 1.343 0.260 1.239 -1.02 0.52 4.68
O 1.139 0.416 2.363 0.71 -0.46 -3.87
O 3.824 1.640 -0.319 -0.01 -1.37 -0.34
Cl 3.975 0.209 -0.254 1.98 0.22 -0.29
O 5.267 -0.298 -0.638 -2.68 0.81 0.87
O 3.463 -0.247 1.040 1.15 -0.41 -1.29
O 2.943 -0.413 -1.361 -0.64 0.75 1.35

=====

No. 2
33
Properties=species:S:1:pos:R:3:forces:R:3 method="wB97M-V/def2-TZVPD" orbital_gap_ev="8.20 / 5.68" charge=+1 e_above_lowest_kcal_mol=0.2 lumo_energy_ev="-5.30 / -6.48"
B 0.291 -1.711 2.866 -0.02 -0.47 -0.16
C 1.902 -0.111 1.508 -0.07 0.26 0.73
C -1.523 -0.758 0.144 0.06 0.18 -0.19
C 1.847 -0.515 -0.095 -0.17 -0.38 -0.56
C 0.010 0.113 -1.637 -0.72 -0.19 -0.27
C 0.693 -0.366 2.243 0.54 0.50 0.11
C -1.341 0.333 -0.910 -0.08 0.03 0.12
C -2.473 0.221 -1.933 0.30 0.02 0.00
C -1.388 1.716 -0.261 -0.04 -0.25 -0.15
C 1.878 1.653 -1.191 0.29 0.43 -0.08
N 1.217 0.408 -0.904 0.16 -0.16 0.13
S 0.723 -3.210 2.027 0.28 0.22 -0.30
H -0.333 -1.751 3.851 -0.21 0.04 0.43
H 2.706 -0.755 1.857 0.10 -0.05 -0.09
H 2.202 0.936 1.522 0.06 -0.07 0.02
H -1.449 -1.754 -0.288 0.04 -0.10 -0.02
H -2.497 -0.673 0.622 -0.05 0.03 0.13
H 2.912 -0.579 -0.328 -0.02 0.07 0.12
H 1.383 -1.497 -0.162 0.00 0.04 -0.07
H 0.050 -0.931 -1.960 0.05 0.05 -0.04
H 0.016 0.742 -2.528 0.07 0.01 -0.02
H 0.077 0.503 2.454 -0.12 -0.04 -0.07
H -3.434 0.369 -1.446 -0.08 0.00 0.07
H -2.481 -0.760 -2.402 -0.02 -0.14 -0.11
H -2.371 0.976 -2.708 -0.03 0.08 -0.13
H -0.612 1.830 0.492 0.14 0.08 0.15
H -2.351 1.862 0.221 -0.07 0.04 0.08
H -1.272 2.497 -1.008 0.03 0.15 -0.07
H 2.802 1.740 -0.622 -0.03 -0.03 0.04
H 2.129 1.714 -2.253 -0.04 -0.05 0.00
H 1.235 2.503 -0.954 -0.03 -0.03 0.02
H -0.747 -0.659 0.908 -0.17 -0.09 -0.05
H 0.197 -4.086 2.873 -0.15 -0.20 0.26

=====

No. 3
32
Properties=species:S:1:pos:R:3:forces:R:3 method="wB97M-V/def2-TZVPD" orbital_gap_ev=3.44 e_above_lowest_kcal_mol=25.3 lumo_energy_ev=-3.00
C -0.362 2.299 1.464 -0.09 -0.35 0.02
C 2.029 2.059 0.810 -0.02 -0.33 -0.04
C 0.266 2.130 -0.944 -0.13 -0.72 -0.11
C -1.129 -1.321 -1.572 0.70 0.28 -0.01
C -1.129 -2.643 0.538 0.33 0.11 0.09
C -2.411 -0.513 0.411 0.30 0.16 0.11
C 2.056 -1.282 0.146 -0.68 0.71 1.26
C 0.597 1.635 0.470 0.05 -0.07 0.63
C -1.131 -1.224 -0.040 -0.30 0.08 0.75
Si 0.474 -0.299 0.508 0.51 -0.26 -2.52
Br 2.735 -3.008 -3.616 -0.27 0.33 0.53
H -0.266 3.381 1.401 0.07 0.10 -0.03
H -1.397 2.044 1.251 -0.14 0.01 0.03
H -0.138 2.001 2.486 -0.02 0.04 0.19
H 2.096 3.146 0.818 -0.05 0.12 -0.01
H 2.732 1.689 0.070 0.18 -0.04 -0.06
H 2.330 1.697 1.789 0.14 0.00 0.17
H -0.761 1.898 -1.212 -0.16 0.01 -0.13
H 0.386 3.210 -0.990 0.08 0.13 0.13
H 0.927 1.686 -1.683 0.06 0.00 -0.22
H -2.039 -1.820 -1.905 -0.11 -0.05 0.15
H -1.100 -0.339 -2.037 -0.03 0.11 -0.17
H -0.284 -1.900 -1.936 0.17 -0.09 -0.21
H -1.155 -2.626 1.625 -0.04 -0.10 0.18
H -0.253 -3.199 0.218 0.10 -0.14 -0.04
H -2.008 -3.180 0.186 -0.09 0.00 -0.05
H -2.505 0.465 -0.054 -0.07 0.15 -0.02
H -3.279 -1.103 0.120 -0.04 -0.09 -0.06
H -2.437 -0.393 1.493 -0.12 0.06 0.13
H 2.049 -2.246 0.648 -0.10 -0.18 -0.03
H 2.153 -1.485 -0.923 -0.25 -0.12 -0.71
H 2.953 -0.756 0.460 0.05 0.15 0.04

=====

No. 4
37
Properties=species:S:1:pos:R:3:forces:R:3 method="wB97M-V/def2-TZVPD" orbital_gap_ev=9.54 smiles="COC[C@H](C)N.CCOC(=O)OC.ClCCl" e_above_lowest_kcal_mol=7.3 lumo_energy_ev=0.63
C 11.851 -36.633 -10.870 0.54 -0.22 0.71
C 12.163 -35.152 -10.610 -0.27 0.50 0.64
C 13.640 -34.834 -10.637 0.70 0.51 -1.32
O 13.909 -33.452 -10.363 -0.26 -0.75 -0.21
C 15.302 -33.212 -10.470 -0.42 -0.13 0.34
N 11.415 -34.339 -11.558 -0.39 0.42 -0.41
H 12.762 -37.229 -10.768 -0.02 -0.05 -0.05
H 11.428 -36.850 -11.848 0.05 0.38 -0.12
H 11.161 -37.010 -10.115 -0.09 0.01 -0.07
H 11.892 -34.869 -9.580 -0.30 -0.37 0.10
H 14.035 -35.001 -11.649 -0.12 -0.29 -0.13
H 14.240 -35.468 -9.977 -0.29 -0.11 0.33
H 15.405 -32.131 -10.494 0.34 -0.03 0.21
H 15.766 -33.649 -11.360 -0.31 0.07 -0.24
H 15.794 -33.692 -9.617 0.25 0.38 0.12
H 11.505 -33.347 -11.358 0.40 -0.08 0.04
H 10.416 -34.502 -11.413 0.62 -0.12 -0.25
C 9.663 -38.076 -1.981 -0.80 -0.52 0.10
C 9.373 -37.628 -3.387 1.12 0.57 -0.40
O 8.710 -36.357 -3.234 -0.16 -0.13 -0.30
C 8.655 -35.542 -4.289 -0.03 -0.59 -0.14
O 9.033 -35.785 -5.409 0.31 -0.01 0.04
O 8.066 -34.437 -3.895 0.02 0.90 0.97
C 8.304 -33.217 -4.618 -0.79 -0.87 -0.54
H 8.690 -38.265 -1.521 0.19 -0.04 0.34
H 10.178 -37.308 -1.410 0.05 0.05 -0.10
H 10.238 -39.001 -1.952 0.02 0.03 -0.10
H 8.799 -38.321 -4.001 -0.33 0.04 0.26
H 10.308 -37.460 -3.931 -0.08 0.08 -0.05
H 7.935 -33.386 -5.628 0.22 0.39 -0.06
H 9.357 -32.945 -4.622 0.01 -0.01 0.07
H 7.673 -32.485 -4.125 0.21 0.14 0.03
C 8.916 -34.228 -8.094 -0.76 -0.18 -0.08
Cl 8.779 -32.466 -8.147 0.32 0.06 0.07
Cl 8.894 -34.909 -9.726 -0.20 -0.22 0.18
H 9.782 -34.579 -7.547 0.12 0.26 -0.12
H 8.010 -34.592 -7.622 0.14 -0.04 0.14

=====

No. 5
38
Properties=species:S:1:pos:R:3:forces:R:3 method="wB97M-V/def2-TZVPD" orbital_gap_ev=7.27 e_above_lowest_kcal_mol=10.0 lumo_energy_ev=0.19
Cu 0.271 -1.330 1.354 0.47 -1.03 0.24
Cl 1.349 -3.694 1.636 -0.54 1.13 -0.20
C -2.421 0.778 2.984 0.70 0.87 1.20
C -0.962 1.079 2.713 -0.88 -2.60 -0.11
O -0.145 0.237 3.043 1.28 -0.69 -0.21
N -0.645 2.243 2.201 1.33 1.71 -1.64
C 0.794 2.598 1.822 -1.32 0.84 1.71
H -2.387 1.245 3.968 -1.11 0.70 0.30
H -2.607 -0.240 3.327 0.19 -0.17 -1.06
H -3.138 1.239 2.304 -0.04 -0.21 0.24
H -1.440 2.855 2.076 0.58 0.33 -0.42
H 0.862 3.634 1.490 -0.59 -0.11 -0.49
H 1.318 1.940 1.128 -0.56 -0.34 0.23
H 1.298 2.685 2.784 0.45 -0.65 -0.14
C 1.765 1.061 -1.935 -0.20 -0.12 0.03
C 2.318 -0.063 -1.103 -0.40 -1.03 3.47
O 1.738 -0.505 -0.061 0.89 1.37 -2.70
N 3.566 -0.513 -1.389 -0.36 -0.92 -0.18
C 4.141 -1.701 -0.749 1.55 -0.36 0.57
H 0.978 0.635 -2.557 0.25 0.06 -0.46
H 2.551 1.573 -2.490 -0.19 -0.19 -0.28
H 1.244 1.807 -1.335 0.23 -0.16 0.34
H 3.928 -0.371 -2.321 -0.14 0.36 0.11
H 3.915 -2.685 -1.158 -0.81 0.28 -0.23
H 4.088 -1.788 0.337 -1.08 0.49 -0.11
H 5.226 -1.648 -0.843 0.18 0.36 -0.50
C -2.747 -2.723 -1.150 0.13 -0.73 0.60
C -2.154 -1.363 -0.890 0.57 -0.55 1.68
O -1.616 -1.078 0.198 -0.61 0.20 -1.27
N -2.331 -0.485 -1.880 -0.24 0.78 -1.34
C -1.928 0.915 -1.806 0.09 -0.42 0.21
H -2.366 -3.230 -2.036 -0.15 0.36 -0.28
H -3.835 -2.650 -1.161 -0.01 0.06 -0.34
H -2.510 -3.405 -0.334 0.18 0.29 0.14
H -2.618 -0.844 -2.779 -0.16 -0.01 0.30
H -1.906 1.428 -2.768 0.21 -0.62 -0.28
H -0.932 0.867 -1.367 -0.20 0.81 0.29
H -2.665 1.498 -1.253 0.32 -0.09 0.58

=====

No. 6
37
Properties=species:S:1:pos:R:3:forces:R:3 method="wB97M-V/def2-TZVPD" orbital_gap_ev="5.25 / 4.46" charge=+3 spin_multiplicity=4 lumo_energy_ev="-15.12 / -15.96"
C -0.062 -0.311 -3.878 0.85 0.89 -1.72
C -0.087 0.371 -2.618 1.60 -1.77 2.34
H 0.985 -0.254 -4.180 -0.21 -0.24 -0.59
H -0.719 0.292 -4.523 0.16 -0.76 -0.44
H -0.386 -1.350 -3.767 -0.21 0.31 -0.19
O 0.875 0.603 -1.916 -1.66 0.57 -0.18
Cl -1.741 0.279 -1.993 -0.66 0.61 0.87
Tc -0.035 -0.177 2.352 -4.79 0.15 -0.42
P -0.101 2.006 0.746 -0.44 4.78 -0.69
C 1.340 3.123 1.123 0.86 -1.62 0.76
C -0.423 3.033 -0.811 -0.34 -1.05 -2.62
H -0.598 4.096 -0.579 0.23 -0.58 0.82
H -1.458 3.968 1.255 0.16 -0.71 0.30
H -1.303 2.713 -1.382 0.12 -0.06 0.43
H -2.421 2.419 1.300 0.24 0.49 0.39
H 2.143 2.851 0.417 -0.15 0.25 0.36
H 0.402 3.005 -1.533 0.05 -0.25 0.48
C -1.481 2.918 1.607 -0.24 -1.70 0.97
H 1.026 4.169 0.958 -0.10 -0.64 0.16
H -1.294 2.817 2.686 -0.59 0.39 -0.15
H 1.653 2.939 2.158 0.27 0.49 -0.21
P 0.085 -1.993 0.648 -0.17 -4.56 -1.26
C 1.487 -3.174 0.995 0.83 1.06 0.90
C -1.317 -3.038 1.287 -0.25 1.41 0.88
H -1.034 -2.298 -1.601 0.00 0.22 0.39
H -0.229 -3.746 -1.092 0.15 0.30 1.00
H 0.693 -2.459 -1.782 0.16 0.36 0.42
C -0.133 -2.649 -1.091 -0.14 1.29 -2.00
H -2.249 -2.528 0.981 0.16 -0.49 0.36
H -1.242 -4.037 0.817 0.13 0.59 0.34
H 1.219 -4.197 0.675 -0.29 0.61 0.12
H 1.698 -3.165 2.071 0.17 -0.28 -0.19
H -1.203 -3.072 2.382 -0.56 -0.40 -0.27
H 2.387 -2.859 0.446 -0.23 -0.06 0.19
C 1.798 -0.044 2.164 11.53 0.40 -2.56
O 2.967 -0.018 1.936 -7.03 -0.08 1.70
F -1.242 -0.231 3.741 0.38 0.07 -0.68

=====

no.,electronic energy (eV)
1,-72155.0879
2,-22667.0826
3,-87591.9621
4,-44397.7866
5,-77449.4188
6,-49748.7337